No. 1
ORCA calculation (ωB97M-V/def2-TZVPD) on 7 unconnected molecules or ions with the total composition C21H47N7O10.

As for the net charge: 0. As for the SMILES: C[C@H](OC=O)ON=O.CNC(C)=O.CNC(C)=O.CNC(C)=O.CNC(C)=O.CNC(C)=O.CNC(C)=O. The calculation puts the HOMO energy at -8.64 eV.

XYZ file:
```
85
C21H47N7O10 ωB97M-V/def2-TZVPD
C -0.375 -8.131 -0.754
C -0.684 -6.952 0.139
O -2.070 -6.756 0.349
C -2.829 -6.359 -0.716
O -3.068 -5.220 -0.942
O -0.148 -5.761 -0.441
N 1.000 -5.371 0.264
O 1.602 -4.566 -0.323
H -0.549 -7.890 -1.802
H 0.666 -8.411 -0.612
H -0.979 -8.981 -0.446
H -0.255 -7.099 1.125
H -3.240 -7.194 -1.303
C -2.978 0.757 0.100
N -2.019 -0.056 0.823
C -1.848 -1.402 0.786
C -2.761 -2.195 -0.119
O -0.979 -1.937 1.462
H -2.468 1.483 -0.532
H -3.619 1.299 0.799
H -3.601 0.140 -0.538
H -1.380 0.413 1.447
H -2.504 -3.244 -0.042
H -3.805 -2.062 0.169
H -2.646 -1.877 -1.156
C 3.976 -7.463 2.754
N 2.600 -7.709 2.376
C 1.913 -8.878 2.426
C 2.641 -10.100 2.935
O 0.745 -8.930 2.068
H 4.031 -6.722 3.553
H 4.551 -7.092 1.903
H 4.439 -8.379 3.105
H 2.061 -6.926 2.033
H 1.949 -10.936 2.908
H 3.506 -10.331 2.312
H 2.983 -9.953 3.960
C 1.033 3.536 4.382
N -0.406 3.434 4.292
C -1.191 2.345 4.471
C -0.510 1.040 4.817
O -2.405 2.423 4.338
H 1.322 4.262 5.143
H 1.451 3.865 3.430
H 1.464 2.574 4.642
H -0.907 4.274 4.041
H -1.269 0.269 4.910
H 0.189 0.750 4.030
H 0.038 1.118 5.757
C -0.318 3.017 -4.891
N -1.563 2.892 -4.154
C -2.112 1.777 -3.611
C -1.356 0.478 -3.779
O -3.171 1.826 -3.003
H 0.362 3.705 -4.393
H -0.507 3.394 -5.897
H 0.178 2.057 -4.975
H -2.115 3.723 -4.007
H -1.924 -0.307 -3.289
H -1.236 0.227 -4.834
H -0.366 0.538 -3.326
C 4.418 6.828 -4.601
N 3.625 5.816 -5.268
C 3.310 4.569 -4.830
C 3.837 4.152 -3.475
O 2.627 3.822 -5.511
H 3.832 7.733 -4.433
H 5.293 7.092 -5.196
H 4.760 6.461 -3.639
H 3.247 6.031 -6.177
H 3.496 3.139 -3.281
H 4.927 4.171 -3.454
H 3.465 4.810 -2.688
C -2.683 8.330 1.278
N -1.604 7.677 1.990
C -1.320 6.353 2.046
C -2.218 5.405 1.285
O -0.369 5.946 2.700
H -2.292 9.039 0.545
H -3.331 8.872 1.968
H -3.284 7.594 0.754
H -0.969 8.250 2.523
H -1.855 4.394 1.445
H -3.247 5.468 1.642
H -2.207 5.625 0.217
```


No. 2
ORCA calculation (ωB97M-V/def2-TZVPD) on 6 unconnected molecules or ions with the total composition C21H47NO11P2S5 at a distorted geometry.

As for the net charge: 0. As for the SMILES: O=S1(=O)CCCC1.O=S1(=O)CCCC1.O=S1(=O)CCCC1.O=S1(=O)CCCC1.O=S1(=O)CCCC1.CP(N)[PH2]=O. The calculation puts the HOMO energy at -8.37 eV.

XYZ file:
```
87
C21H47NO11P2S5 ωB97M-V/def2-TZVPD
O -1.250 -1.899 1.366
S -1.499 -1.477 0.004
O -0.442 -1.369 -0.981
C -2.809 -2.481 -0.668
C -4.083 -1.738 -0.293
C -3.793 -0.261 -0.556
C -2.423 0.052 0.043
H -2.760 -3.488 -0.250
H -2.680 -2.517 -1.754
H -4.941 -2.093 -0.871
H -4.305 -1.887 0.771
H -3.772 -0.081 -1.638
H -4.567 0.385 -0.131
H -1.894 0.811 -0.538
H -2.506 0.371 1.086
O -1.092 2.544 1.121
S -0.271 3.729 1.258
O -0.182 4.472 2.499
C 1.377 3.343 0.701
C 1.347 3.637 -0.791
C 0.583 4.952 -0.940
C -0.671 4.853 -0.072
H 1.614 2.302 0.929
H 2.071 4.010 1.221
H 2.357 3.705 -1.207
H 0.815 2.838 -1.321
H 1.210 5.780 -0.589
H 0.326 5.155 -1.984
H -0.949 5.825 0.344
H -1.512 4.433 -0.630
O -5.057 -0.415 -3.244
S -4.533 -1.116 -4.398
O -3.880 -2.405 -4.291
C -5.821 -1.226 -5.625
C -5.673 0.051 -6.439
C -4.172 0.232 -6.657
C -3.482 0.001 -5.313
H -6.794 -1.315 -5.138
H -5.623 -2.109 -6.239
H -6.217 -0.011 -7.386
H -6.071 0.904 -5.875
H -3.817 -0.507 -7.385
H -3.938 1.224 -7.056
H -2.495 -0.450 -5.440
H -3.396 0.930 -4.743
O 5.951 4.060 1.419
S 5.048 2.951 1.195
O 3.850 3.077 0.389
C 5.996 1.563 0.603
C 6.435 0.841 1.868
C 5.212 0.830 2.785
C 4.621 2.239 2.777
H 6.832 1.913 -0.004
H 5.330 0.935 0.003
H 6.789 -0.171 1.651
H 7.253 1.390 2.350
H 4.474 0.117 2.399
H 5.471 0.516 3.801
H 3.533 2.219 2.884
H 5.061 2.862 3.560
O 2.653 -0.574 6.587
S 2.403 -0.151 5.225
O 3.461 -0.044 4.240
C 1.093 -1.156 4.553
C -0.180 -0.412 4.928
C 0.109 1.065 4.665
C 1.479 1.378 5.264
H 1.142 -2.162 4.971
H 1.223 -1.192 3.467
H -1.038 -0.768 4.350
H -0.402 -0.562 5.992
H 0.130 1.245 3.583
H -0.665 1.711 5.090
H 2.009 2.137 4.683
H 1.397 1.697 6.307
C 0.778 -6.422 0.456
P 1.792 -5.416 -0.823
N 1.753 -3.658 -0.490
P 0.715 -5.772 -2.736
O 1.461 -5.140 -3.980
H 1.471 -7.296 0.842
H 0.432 -5.699 1.317
H -0.213 -6.884 -0.019
H 2.170 -3.138 -1.295
H 0.731 -3.389 -0.395
H -0.620 -5.209 -2.506
H 0.531 -7.225 -2.857
```


No. 3
ORCA calculation (ωB97M-V/def2-TZVPD) on 3 unconnected molecules or ions with the total composition C21H48BClN2O10P at a distorted geometry.

As for the net charge: +1. The calculation puts the HOMO energy at -10.31 eV.

XYZ file:
```
84
C21H48BClN2O10P ωB97M-V/def2-TZVPD
N 3.842 2.028 3.382
B 3.404 3.288 2.838
O 2.575 4.152 3.464
N 4.009 3.740 1.478
C 5.372 4.366 1.626
C 6.398 3.372 2.128
C 6.265 1.948 1.549
P 7.902 1.326 1.031
O 8.023 -0.144 0.950
C 5.221 1.727 0.428
Cl 4.706 0.023 0.522
C 4.010 2.705 0.374
C 2.617 2.088 0.274
C 2.327 1.472 -1.114
C 1.344 2.264 -1.982
C 0.154 1.414 -2.405
O -0.056 0.308 -1.982
O -0.690 1.985 -3.281
H 4.039 2.153 4.376
H 3.074 1.357 3.377
H 2.016 4.703 2.902
H 3.417 4.492 1.125
H 5.297 5.256 2.250
H 5.634 4.702 0.618
H 6.322 3.295 3.215
H 7.377 3.820 1.928
H 5.986 1.287 2.369
H 8.154 2.027 -0.169
H 8.752 1.914 1.986
H 5.718 1.797 -0.541
H 4.134 3.295 -0.541
H 2.452 1.357 1.064
H 1.893 2.901 0.434
H 3.274 1.406 -1.658
H 1.981 0.449 -0.995
H 1.819 2.659 -2.885
H 0.927 3.132 -1.458
H -0.453 2.907 -3.446
C -2.472 -7.205 -3.677
O -2.935 -5.877 -3.585
C -3.950 -5.708 -2.614
C -3.933 -4.312 -2.036
O -2.876 -4.063 -1.123
C -1.562 -3.910 -1.640
C -1.339 -2.615 -2.382
O -1.904 -2.657 -3.679
C -2.277 -1.388 -4.162
H -3.246 -7.875 -4.068
H -1.626 -7.208 -4.361
H -2.139 -7.578 -2.702
H -3.829 -6.433 -1.801
H -4.929 -5.874 -3.083
H -4.842 -4.203 -1.440
H -3.962 -3.562 -2.829
H -1.255 -4.769 -2.240
H -0.927 -3.885 -0.750
H -0.257 -2.442 -2.468
H -1.768 -1.792 -1.805
H -2.930 -0.867 -3.451
H -2.823 -1.542 -5.091
H -1.403 -0.758 -4.361
C -4.044 -0.019 4.991
O -4.383 0.353 3.675
C -3.883 1.621 3.304
C -3.630 1.697 1.816
O -2.478 0.996 1.376
C -2.557 -0.424 1.307
C -3.386 -0.964 0.166
O -4.773 -0.821 0.432
C -5.547 -0.724 -0.740
H -4.538 0.620 5.731
H -4.375 -1.045 5.134
H -2.959 0.026 5.149
H -2.950 1.839 3.839
H -4.621 2.392 3.568
H -3.426 2.745 1.580
H -4.518 1.394 1.258
H -2.886 -0.850 2.256
H -1.527 -0.747 1.132
H -3.158 -2.030 0.036
H -3.120 -0.429 -0.755
H -5.178 0.075 -1.395
H -6.566 -0.487 -0.441
H -5.552 -1.666 -1.301
```


No. 4
ORCA calculation (ωB97M-V/def2-TZVPD) on 7 unconnected molecules or ions with the total composition C21H48BFNO11PS.

As for the net charge: 0. As for the SMILES: CN(C)B(O)C1=C(COO)C(=O)C(F)=C([PH2]=S)C1=O.CCO.CCO.CCO.CCO.CCO.CCO. The calculation puts the HOMO energy at -9.11 eV.

XYZ file:
```
85
C21H48BFNO11PS ωB97M-V/def2-TZVPD
C 4.386 -0.294 -3.702
N 2.981 -0.650 -3.907
C 2.568 -0.588 -5.303
B 2.053 -0.323 -2.902
O 2.447 -0.355 -1.586
C 0.577 0.172 -3.248
C 0.276 1.471 -3.318
C 1.309 2.566 -3.190
O 2.124 2.626 -4.354
O 1.459 3.520 -5.268
C -1.147 1.882 -3.509
O -1.607 2.911 -3.072
C -2.021 0.881 -4.212
F -3.097 1.381 -4.801
C -1.745 -0.417 -4.168
P -2.784 -1.714 -4.883
S -4.120 -2.514 -3.742
C -0.529 -0.816 -3.406
O -0.457 -1.933 -2.938
H 5.029 -1.176 -3.650
H 4.514 0.260 -2.773
H 4.719 0.334 -4.531
H 1.558 -0.979 -5.409
H 3.212 -1.225 -5.913
H 2.627 0.433 -5.698
H 1.774 -0.052 -0.973
H 0.828 3.530 -3.038
H 1.996 2.380 -2.365
H 1.449 2.975 -6.065
H -3.254 -1.048 -6.024
H -1.794 -2.555 -5.412
C -0.704 4.810 0.732
C 0.415 3.924 0.226
O -0.071 2.803 -0.510
H -1.385 4.232 1.358
H -0.300 5.634 1.320
H -1.280 5.224 -0.098
H 0.978 3.513 1.062
H 1.112 4.506 -0.390
H -0.572 3.134 -1.268
C -0.228 3.474 5.537
C -0.158 3.765 4.052
O 1.096 4.321 3.664
H -0.040 4.375 6.119
H -1.209 3.078 5.807
H 0.525 2.736 5.828
H -0.902 4.508 3.769
H -0.359 2.856 3.473
H 1.787 3.694 3.901
C -1.893 -4.443 -0.698
C -1.051 -4.097 0.513
O 0.310 -4.501 0.371
H -1.869 -5.517 -0.886
H -2.929 -4.135 -0.558
H -1.505 -3.933 -1.582
H -1.416 -4.615 1.400
H -1.097 -3.020 0.712
H 0.673 -4.046 -0.397
C -2.273 -3.215 4.192
C -1.678 -4.364 4.983
O -1.146 -5.383 4.145
H -3.053 -3.581 3.524
H -2.704 -2.461 4.852
H -1.504 -2.734 3.582
H -2.445 -4.855 5.582
H -0.907 -3.995 5.669
H -0.442 -5.005 3.608
C -1.518 4.401 9.278
C -0.198 3.709 9.558
O 0.873 4.240 8.786
H -1.769 4.328 8.220
H -2.323 3.951 9.860
H -1.464 5.460 9.542
H -0.252 2.655 9.286
H 0.040 3.763 10.626
H 0.970 5.172 9.005
C 0.607 -5.856 -4.889
C 1.469 -4.639 -5.163
O 0.733 -3.423 -5.067
H -0.234 -5.892 -5.583
H 1.186 -6.774 -4.994
H 0.206 -5.825 -3.873
H 1.862 -4.665 -6.180
H 2.323 -4.614 -4.478
H 0.376 -3.358 -4.172
```


No. 5
ORCA calculation (ωB97M-V/def2-TZVPD) on 9 unconnected molecules or ions with the total composition C21H48Cl6O9 at a distorted geometry.

As for the net charge: 0. As for the SMILES: C1CCOC1.C1CCOC1.C1CCOC1.ClCCl.ClCCl.ClCCl.OCCO.OCCO.OCCO. The calculation puts the HOMO energy at -9.58 eV.

XYZ file:
```
84
C21H48Cl6O9 ωB97M-V/def2-TZVPD
C -0.808 2.585 3.468
C -2.142 2.225 4.098
C -1.769 1.715 5.488
O -0.494 1.127 5.301
C 0.229 1.783 4.273
H -0.621 3.659 3.492
H -0.799 2.301 2.417
H -2.624 1.449 3.501
H -2.848 3.057 4.128
H -2.497 0.984 5.836
H -1.664 2.531 6.212
H 0.835 1.062 3.720
H 0.983 2.471 4.682
C -6.761 -0.029 2.853
C -5.505 0.684 2.362
C -4.932 -0.326 1.321
O -5.997 -1.246 1.070
C -7.216 -0.791 1.628
H -7.461 0.687 3.292
H -6.592 -0.734 3.670
H -4.789 0.836 3.166
H -5.806 1.606 1.869
H -4.097 -0.893 1.730
H -4.646 0.180 0.398
H -7.863 -1.631 1.880
H -7.754 -0.194 0.880
C 4.438 0.284 -3.571
C 3.871 0.721 -2.242
C 4.113 2.205 -2.248
O 3.831 2.548 -3.630
C 3.846 1.373 -4.459
H 4.136 -0.735 -3.813
H 5.531 0.289 -3.534
H 4.278 0.223 -1.357
H 2.780 0.639 -2.174
H 5.170 2.409 -2.044
H 3.390 2.764 -1.660
H 4.310 1.584 -5.420
H 2.796 1.114 -4.646
Cl 0.697 3.174 -5.918
C 0.856 3.729 -4.248
Cl 0.043 2.548 -3.165
H 1.908 3.692 -3.981
H 0.470 4.730 -4.100
Cl 4.805 1.792 1.459
C 3.641 2.751 2.431
Cl 4.325 3.354 3.945
H 3.394 3.542 1.733
H 2.784 2.114 2.608
Cl 0.934 1.024 0.854
C -0.089 0.330 -0.419
Cl -1.794 0.761 -0.266
H 0.290 0.575 -1.408
H 0.034 -0.751 -0.383
O 0.561 -0.742 -2.897
C 0.856 -1.526 -4.058
C -0.201 -2.601 -4.249
O 0.004 -3.676 -3.340
H 0.998 -1.190 -2.159
H 0.937 -0.833 -4.900
H 1.828 -2.019 -3.955
H -0.041 -2.980 -5.263
H -1.219 -2.220 -4.157
H -0.118 -3.321 -2.432
O 2.365 -2.171 -1.022
C 2.522 -2.205 0.386
C 3.693 -1.382 0.830
O 4.906 -2.051 0.519
H 3.137 -2.480 -1.505
H 1.582 -1.852 0.816
H 2.569 -3.245 0.734
H 3.663 -1.249 1.918
H 3.592 -0.393 0.377
H 5.606 -1.757 1.104
O -3.348 -3.948 0.527
C -2.091 -3.507 1.002
C -1.005 -3.574 -0.058
O -1.123 -2.527 -1.027
H -3.779 -3.241 0.038
H -2.085 -2.477 1.377
H -1.818 -4.145 1.843
H -1.086 -4.533 -0.581
H -0.035 -3.486 0.429
H -2.021 -2.553 -1.378
```


Question: What is the net charge in the fifth record?
Answer: 0


Question: Look up the net charge of the fourth one.
Answer: 0


Question: Look up the net charge of the fourth one.
Answer: 0